Formula: C11H39N12O12
Source: the OMol25 dataset
Level of theory: ωB97M-V/def2-TZVPD

```
74
Properties=species:S:1:pos:R:3:forces:R:3
O 1.736 -0.917 0.298 1.61 0.66 0.25
C 0.509 -0.464 0.373 -2.50 1.37 0.98
O 0.277 0.687 0.881 0.95 0.34 -0.38
O -0.395 -1.204 0.002 -0.73 -0.91 -0.72
H 1.740 -1.554 -0.420 0.39 -1.15 -0.65
C 2.885 0.038 3.501 -0.29 0.24 0.52
O 3.466 -0.366 2.328 0.73 -1.12 -1.83
H 3.775 0.261 4.090 -0.75 0.73 0.72
H 2.169 0.816 3.236 0.26 0.83 0.84
H 2.268 -0.714 3.994 0.20 -0.45 0.20
H 2.770 -0.626 1.721 0.20 -0.12 -0.18
C -3.678 -0.999 -0.021 0.66 -0.79 -0.91
O -3.932 -1.243 -1.414 -1.05 -0.07 0.88
H -4.467 -0.525 0.564 -0.18 0.46 -0.64
H -3.553 -1.979 0.440 0.32 -0.09 0.24
H -2.734 -0.456 0.023 -0.11 0.07 0.62
H -3.248 -0.860 -1.968 0.17 0.26 -0.15
C 0.026 3.616 -0.840 0.18 -3.53 3.34
O 0.033 4.705 -1.380 0.23 3.54 -2.31
N 0.544 3.443 0.360 1.64 2.40 2.05
N -0.464 2.503 -1.253 -1.69 0.01 -3.41
H 1.217 4.129 0.672 -0.15 0.05 0.39
H 0.644 2.496 0.698 0.46 -0.89 -0.02
H -0.815 2.555 -2.199 -0.40 -1.09 0.12
H -0.350 1.702 -0.649 -0.16 -0.97 -0.05
C -0.909 -4.352 1.111 -2.29 -3.92 0.76
O -1.330 -5.369 1.605 -0.77 -2.97 0.83
N -0.363 -3.493 1.848 3.20 4.94 3.43
N -1.041 -4.125 -0.154 0.04 1.07 -4.18
H -0.291 -2.542 1.515 0.21 -0.02 0.38
H -0.280 -3.749 2.822 -0.09 0.37 -0.24
H -0.983 -3.149 -0.406 -0.37 -0.05 -0.67
H -1.669 -4.781 -0.595 -0.01 0.51 -0.22
C 2.458 -3.355 -2.400 -1.29 -2.17 1.24
O 2.387 -2.211 -1.978 0.31 1.44 -0.01
N 3.350 -3.844 -3.261 0.80 0.45 -1.11
N 1.610 -4.303 -1.923 -0.05 0.13 0.19
H 3.824 -3.168 -3.842 0.12 -0.40 -0.04
H 3.180 -4.781 -3.597 0.34 0.36 -0.24
H 1.110 -4.071 -1.077 -0.35 -0.27 -0.13
H 1.704 -5.277 -2.172 -0.06 0.26 0.22
C 3.690 1.156 -2.181 4.87 4.92 1.72
O 4.320 2.142 -2.603 -0.77 0.49 -0.28
N 3.174 0.319 -2.966 -3.17 -3.35 -5.09
N 3.754 0.842 -0.924 -0.81 -1.14 4.06
H 2.978 -0.644 -2.732 0.12 -0.20 0.14
H 3.461 0.585 -3.897 -0.32 -0.57 -0.27
H 4.172 1.432 -0.219 0.00 0.02 -0.53
H 3.197 0.077 -0.572 0.22 0.19 0.16
C -0.629 1.378 4.365 0.37 0.82 -0.07
O -0.915 1.543 5.506 -0.70 0.29 2.93
N -0.711 0.254 3.708 -0.56 -3.78 -1.11
N -0.157 2.342 3.578 1.09 2.67 -1.96
H -0.992 -0.569 4.221 -0.07 0.23 -0.27
H -0.479 0.195 2.726 -0.14 -0.13 0.17
H 0.120 2.081 2.642 0.07 0.22 0.33
H 0.151 3.231 3.946 -0.25 -0.39 0.08
C -1.125 -0.022 -3.512 -0.70 -1.18 0.81
O -2.314 -0.232 -3.404 -1.06 -0.41 0.99
N -0.619 0.511 -4.551 0.94 3.42 -5.93
N -0.113 -0.326 -2.734 0.64 -1.52 4.01
H -1.270 0.746 -5.287 0.43 0.30 -0.05
H 0.322 0.877 -4.529 -0.37 -0.06 -0.56
H -0.358 -0.883 -1.928 0.57 0.00 0.32
H 0.848 -0.136 -2.982 -0.23 -0.33 0.21
C -4.484 3.907 2.176 1.97 -1.20 -1.26
C -3.333 3.486 1.123 -0.16 0.14 0.66
O -3.379 2.065 0.983 -0.76 0.04 0.38
H -4.191 3.524 3.153 -0.08 -0.33 -0.10
H -5.317 3.332 1.771 -0.44 0.45 0.45
H -4.657 4.970 2.344 -0.07 -0.03 -0.72
H -2.319 3.768 1.406 0.04 0.26 0.61
H -3.451 3.913 0.127 -0.59 0.37 -0.05
H -2.550 1.662 0.715 0.14 0.29 0.09
```
Positions in Å, forces in eV/Å.

Summary:
LUMO (spin up / spin down) = -0.4 / -6.5 eV
Spin multiplicity = 2
HOMO-LUMO gap (spin up / spin down) = 8.74 / 2.61 eV

Results of the Löwdin charge analysis, in e, for atoms 1 through 8:
1 O 0.079
2 C -0.775
3 O -0.079
4 O -0.011
5 H 0.075
6 C -0.182
7 O -0.121
8 H 0.091

Formula: C41H39AsN3O4STa
Source: the OMol25 dataset
Level of theory: ωB97M-V/def2-TZVPD

```
90
Properties=species:S:1:pos:R:3:forces:R:3
Ta 1.315 0.911 0.562 0.86 -1.11 -0.29
O 4.680 -2.171 -0.136 0.22 -0.21 -0.09
C 4.661 -2.285 -1.484 -0.02 -0.06 0.13
C 5.491 -3.247 -2.057 0.06 -0.05 -0.08
C 5.497 -3.436 -3.426 0.01 -0.05 0.01
C 4.671 -2.672 -4.251 0.03 -0.02 0.01
C 3.859 -1.711 -3.682 0.03 0.07 -0.02
C 3.845 -1.490 -2.302 -0.07 0.06 -0.01
C 2.958 -0.445 -1.728 0.33 -0.57 0.19
O 2.870 -0.380 -0.440 -0.07 0.31 -0.03
N 2.315 0.330 -2.539 -0.21 0.10 0.15
N 1.516 1.195 -1.810 0.17 -0.22 0.37
C 0.838 1.965 -2.567 -0.38 0.60 -0.15
C -0.016 3.048 -2.118 0.19 -0.28 -0.69
C -0.686 3.843 -3.051 -0.09 0.07 -0.20
C -1.471 4.903 -2.641 0.02 -0.04 0.09
C -1.583 5.182 -1.275 0.06 -0.01 -0.01
C -0.914 4.405 -0.344 -0.24 0.31 0.13
C -0.146 3.340 -0.779 0.46 -0.55 0.97
O 0.481 2.547 0.124 -0.87 1.00 -0.54
H 3.974 -1.538 0.095 -0.18 0.17 0.00
H 6.119 -3.841 -1.399 -0.08 0.06 -0.07
H 6.142 -4.195 -3.857 -0.05 0.07 0.04
H 4.665 -2.830 -5.324 0.00 0.02 0.11
H 3.213 -1.095 -4.294 0.02 -0.03 0.01
H 0.950 1.815 -3.637 -0.01 0.05 -0.08
H -0.579 3.612 -4.108 -0.01 0.04 0.12
H -1.993 5.511 -3.370 0.04 -0.03 0.06
H -2.194 6.013 -0.938 0.05 -0.09 -0.04
H -0.986 4.592 0.722 0.00 0.01 -0.09
S 1.167 1.805 3.002 -0.13 0.16 -0.10
C -0.431 1.822 3.757 0.31 0.08 0.09
C -0.523 2.368 5.045 -0.08 0.05 0.13
C -1.719 2.345 5.742 0.14 0.01 -0.01
C -2.857 1.765 5.185 -0.02 0.00 -0.01
C -2.775 1.227 3.914 0.07 0.05 0.08
C -1.578 1.278 3.199 -0.28 -0.02 -0.07
As -1.402 0.556 1.435 0.40 0.01 0.35
C -2.733 1.503 0.403 0.23 -0.03 -0.39
C -3.490 2.549 0.907 -0.12 0.03 -0.11
C -4.412 3.194 0.087 0.02 -0.01 -0.01
C -4.562 2.808 -1.238 0.01 0.00 0.02
C -3.787 1.775 -1.752 0.08 0.01 0.08
C -2.869 1.126 -0.936 -0.15 0.14 0.00
C -2.246 -1.160 1.652 0.20 -0.22 0.03
C -1.461 -2.207 2.140 -0.26 -0.08 0.00
C -2.033 -3.453 2.363 -0.03 0.06 -0.03
C -3.382 -3.658 2.086 0.02 0.00 -0.01
C -4.156 -2.616 1.596 -0.01 -0.05 0.03
C -3.588 -1.365 1.376 -0.02 -0.13 0.10
H 0.366 2.797 5.495 -0.07 -0.02 -0.02
H -1.762 2.769 6.740 0.01 -0.02 -0.07
H -3.789 1.731 5.739 0.09 0.00 -0.05
H -3.643 0.757 3.472 -0.07 -0.03 -0.06
H -3.361 2.873 1.929 -0.01 0.01 0.10
H -5.005 4.009 0.486 0.03 -0.04 -0.02
H -5.277 3.320 -1.875 0.06 -0.05 0.06
H -3.889 1.482 -2.792 0.01 0.01 0.06
H -2.255 0.327 -1.337 0.02 -0.01 0.01
H -0.409 -2.053 2.336 0.08 0.03 0.00
H -1.425 -4.267 2.743 -0.04 0.07 -0.03
H -3.827 -4.633 2.251 0.03 0.07 -0.01
H -5.206 -2.773 1.379 0.03 -0.01 0.01
H -4.195 -0.560 0.988 -0.06 0.05 -0.04
N 4.483 -1.054 2.888 -0.15 0.19 -0.03
C 3.639 -0.196 2.296 0.03 -0.23 0.09
O 2.497 -0.575 1.993 -0.36 0.33 -0.32
C 4.084 1.223 2.061 0.04 -0.08 -0.15
C 3.347 1.854 0.876 -0.42 -0.01 0.49
H 4.201 -2.011 3.016 -0.02 0.00 -0.04
H 5.438 -0.800 3.050 0.09 0.02 0.01
H 5.172 1.262 1.971 0.04 -0.02 0.00
H 3.821 1.743 2.986 0.02 0.03 0.01
H 3.926 1.738 -0.035 0.00 -0.04 -0.15
H 3.205 2.922 1.056 0.02 0.00 0.05
C -2.182 -2.776 -1.744 0.00 0.01 0.00
C -0.650 -2.876 -1.728 0.11 -0.13 0.16
C -0.098 -2.754 -3.152 0.04 -0.02 -0.14
C -0.226 -4.228 -1.121 0.00 0.03 0.00
C -0.078 -1.794 -0.910 -0.03 0.35 0.15
C 0.393 -0.871 -0.268 -0.16 -0.24 -0.26
H -2.604 -3.612 -2.313 0.04 0.07 0.03
H -2.506 -1.843 -2.216 0.03 -0.10 0.06
H -2.586 -2.807 -0.729 0.04 -0.02 -0.09
H -0.496 -3.561 -3.775 0.03 0.06 0.02
H 0.994 -2.815 -3.152 -0.10 0.01 0.00
H -0.383 -1.796 -3.597 0.03 -0.08 0.04
H -0.709 -5.045 -1.666 0.05 0.05 0.02
H -0.519 -4.289 -0.069 -0.01 0.01 -0.10
H 0.858 -4.357 -1.184 -0.09 0.03 0.01
```
Positions in Å, forces in eV/Å.

Summary:
LUMO = -0.2 eV
Energy above the lowest of the compared OMol25 structures with the same formula, charge and spin = 13.55 kcal/mol
HOMO-LUMO gap = 7.31 eV

Results of the Löwdin charge analysis, in e, for atoms 1 through 8:
1 Ta 1.552
2 O 0.052
3 C -0.255
4 C -0.017
5 C -0.086
6 C -0.095
7 C -0.041
8 C -0.070

Formula: C5H10ClNSi
Source: the OMol25 dataset
Level of theory: ωB97M-V/def2-TZVPD

```
18
Properties=species:S:1:pos:R:3:forces:R:3
C -1.187 2.477 0.016 1.33 -2.19 0.59
C 2.954 0.374 1.606 -1.89 -2.00 0.63
C -1.371 1.320 0.644 -0.55 -1.59 0.60
C 2.219 0.296 0.470 -0.88 0.42 1.62
C -0.907 -2.191 -1.815 -1.80 0.21 0.81
N -1.052 -0.936 -1.070 -1.24 2.06 0.79
Si -0.441 -0.304 0.410 2.95 0.63 -0.33
Cl -0.433 -1.583 2.087 -0.20 0.63 -0.86
H -1.805 3.244 0.330 -1.00 1.89 -0.11
H -0.309 2.577 -0.606 -0.19 0.47 -0.23
H 4.062 0.486 1.774 -1.29 0.38 -0.65
H 2.376 -0.017 2.485 1.00 0.47 -0.28
H -2.221 1.153 1.343 0.48 0.60 -0.40
H 2.735 0.750 -0.340 -0.07 -0.05 -1.58
H 0.112 -2.251 -2.169 0.25 -0.65 0.19
H -1.312 -3.027 -1.140 1.09 0.75 -1.35
H -1.559 -2.095 -2.708 0.38 -0.35 0.50
H -1.861 -0.275 -1.318 1.64 -1.66 0.08
```
Positions in Å, forces in eV/Å.

Summary:
LUMO = 0.4 eV
Energy above the lowest of the compared OMol25 structures with the same formula, charge and spin = 0.00 kcal/mol
HOMO-LUMO gap = 8.90 eV

Results of the natural (NBO) charge analysis, in e, for atoms 1 through 8:
1 C -0.323
2 C -0.493
3 C -0.702
4 C -0.433
5 C -0.406
6 N -1.118
7 Si 1.653
8 Cl -0.389

Formula: CH5ClNOP
Source: the OMol25 dataset
Level of theory: ωB97M-V/def2-TZVPD

```
10
Properties=species:S:1:pos:R:3:forces:R:3
C -1.540 -0.235 -0.770 -2.52 0.81 4.19
O -0.936 0.472 0.370 -0.90 -1.22 -1.74
P 0.580 1.065 0.363 0.16 -0.44 0.44
N 1.626 -0.359 0.426 0.90 1.49 -2.76
Cl 3.231 0.057 -0.434 -1.71 -0.45 0.71
H -2.565 0.134 -0.902 0.57 0.61 -0.41
H -1.746 -1.222 -0.443 0.18 -1.20 0.58
H -0.987 -0.339 -1.595 2.29 0.41 -3.25
H 0.328 1.163 1.744 0.83 0.54 0.42
H 2.009 -0.736 1.241 0.21 -0.55 1.82
```
Positions in Å, forces in eV/Å.

Summary:
LUMO = 0.2 eV
Energy above the lowest of the compared OMol25 structures with the same formula, charge and spin = 92.53 kcal/mol
Structure (SMILES) = COPNCl
HOMO-LUMO gap = 9.63 eV

Results of the natural (NBO) charge analysis, in e, for atoms 1 through 8:
1 C -0.247
2 O -0.815
3 P 1.063
4 N -0.869
5 Cl 0.021
6 H 0.191
7 H 0.184
8 H 0.181

Formula: C30H27BN11OV
Source: the OMol25 dataset
Level of theory: ωB97M-V/def2-TZVPD

```
71
Properties=species:S:1:pos:R:3:forces:R:3
V -0.134 0.194 -0.151 -0.05 -0.44 -0.07
C 2.300 2.046 -1.884 -0.01 -0.01 -0.01
C 2.616 0.585 -1.822 -0.07 0.03 0.06
C 3.719 0.127 -2.537 0.06 -0.08 -0.03
C 4.034 -1.214 -2.564 0.02 0.04 -0.01
C 3.226 -2.096 -1.865 0.03 -0.07 -0.02
C 2.156 -1.604 -1.151 -0.05 0.10 0.05
N 1.856 -0.278 -1.106 -0.08 -0.02 0.00
C 1.279 -2.487 -0.364 -0.08 0.11 0.01
C 1.462 -3.850 -0.227 0.01 -0.08 0.01
C 0.673 -4.541 0.680 0.01 -0.02 0.00
C -0.207 -3.843 1.491 0.00 -0.08 0.01
C -0.346 -2.479 1.304 0.03 0.10 -0.08
N 0.313 -1.845 0.318 -0.01 0.21 0.02
C -1.113 -1.590 2.194 0.04 0.09 -0.05
C -1.810 -2.088 3.273 -0.01 -0.07 0.05
C -2.494 -1.211 4.099 -0.02 0.05 0.01
C -2.467 0.131 3.790 -0.02 -0.08 0.05
C -1.767 0.593 2.678 0.04 0.03 -0.06
C -1.828 2.058 2.383 -0.02 -0.02 0.00
N -1.067 -0.263 1.896 0.01 -0.01 -0.08
H 2.955 2.530 -2.603 0.01 -0.01 0.00
H 2.471 2.526 -0.921 0.00 0.01 0.01
H 1.272 2.225 -2.196 0.01 -0.01 0.00
H 4.318 0.844 -3.081 -0.01 0.00 0.00
H 4.887 -1.572 -3.126 -0.01 0.00 0.00
H 3.437 -3.154 -1.879 0.01 0.00 -0.01
H 2.216 -4.375 -0.792 0.00 0.00 0.00
H 0.788 -5.611 0.796 0.00 0.01 0.00
H -0.749 -4.362 2.265 0.00 0.00 0.00
H -1.823 -3.147 3.478 0.00 0.00 0.01
H -3.042 -1.573 4.959 0.00 0.00 0.00
H -2.996 0.846 4.403 0.00 0.01 -0.01
H -2.529 2.536 3.062 0.00 -0.01 0.01
H -2.166 2.249 1.366 0.01 -0.01 0.02
H -0.860 2.532 2.537 0.00 0.00 0.01
C 0.129 4.311 0.274 0.03 0.08 0.04
C 0.539 3.057 0.588 0.03 0.02 -0.01
N -0.180 2.122 -0.128 -0.11 -0.03 -0.11
N -1.056 2.842 -0.910 0.10 0.10 0.08
C -0.889 4.131 -0.684 -0.03 0.05 -0.04
B -2.035 2.088 -1.877 -0.06 0.03 -0.05
N -2.877 1.149 -0.986 0.02 -0.06 0.02
C -4.200 0.984 -0.849 0.00 0.07 -0.04
C -4.436 -0.213 -0.201 -0.02 -0.07 0.04
C -3.179 -0.734 0.051 -0.03 0.10 -0.04
N -2.231 0.102 -0.404 0.13 -0.04 0.02
N -1.169 1.138 -2.744 0.03 -0.13 0.02
C -1.207 0.979 -4.070 -0.02 0.07 -0.05
C -0.474 -0.148 -4.404 0.04 -0.08 0.00
C 0.002 -0.633 -3.202 -0.06 0.09 -0.06
N -0.412 0.157 -2.190 0.03 0.03 0.10
N -2.809 3.012 -2.740 0.05 -0.17 -0.16
C -3.907 2.758 -3.527 -0.14 0.13 0.24
C -3.979 3.729 -4.478 0.14 -0.04 -0.14
C -2.825 4.518 -4.269 -0.01 0.04 0.17
N -2.114 4.081 -3.249 -0.15 0.10 -0.08
H 0.497 5.246 0.662 -0.01 -0.01 -0.01
H 1.306 2.770 1.288 -0.01 -0.03 -0.02
H -1.472 4.859 -1.227 0.00 -0.03 -0.01
H -4.893 1.729 -1.204 0.02 0.00 -0.03
H -5.389 -0.649 0.046 0.01 0.01 0.00
H -2.932 -1.661 0.537 0.02 0.00 0.00
H -1.749 1.673 -4.695 0.00 0.00 0.04
H -0.313 -0.559 -5.386 0.00 0.01 0.01
H 0.612 -1.503 -3.033 0.00 -0.01 0.01
H -4.569 1.926 -3.352 0.03 -0.01 0.02
H -4.745 3.859 -5.223 0.02 -0.01 -0.01
H -2.506 5.394 -4.813 0.02 -0.03 0.00
O 2.205 0.274 2.126 0.15 -0.01 0.15
C 1.406 0.339 1.351 -0.04 0.04 -0.01
```
Positions in Å, forces in eV/Å.

Summary:
LUMO (spin up / spin down) = -11.6 / -10.7 eV
Energy above the lowest of the compared OMol25 structures with the same formula, charge and spin = 0.00 kcal/mol
Spin multiplicity = 2
HOMO-LUMO gap (spin up / spin down) = 4.89 / 5.86 eV
Total charge = +3

Results of the Löwdin charge analysis, in e, for atoms 1 through 8:
1 V 1.021
2 C 0.015
3 C -0.249
4 C 0.038
5 C 0.037
6 C 0.038
7 C -0.211
8 N 0.043

Formula: C19H22ClFN2O4S
Source: the OMol25 dataset
Level of theory: ωB97M-V/def2-TZVPD

```
50
Properties=species:S:1:pos:R:3:forces:R:3
C 0.505 1.878 -0.328 0.35 0.03 0.26
C 1.194 2.125 1.011 -0.33 0.05 -0.03
O 2.569 1.802 1.035 0.27 -0.15 0.01
C 3.396 2.551 0.159 0.03 0.02 -0.29
C 3.998 1.662 -0.936 0.08 0.02 0.42
C 5.198 0.865 -0.416 0.00 0.29 -0.69
N 4.917 0.039 0.731 -0.11 -0.98 0.12
S 4.501 -1.549 0.493 0.10 0.18 0.29
O 4.654 -2.207 1.756 -0.31 0.20 0.09
O 5.247 -2.019 -0.639 -0.23 0.22 -0.18
C 2.756 -1.578 0.083 0.71 -0.07 0.12
C 1.828 -1.449 1.097 -0.03 -0.03 -0.07
C 0.477 -1.485 0.806 -0.08 0.01 0.10
C 0.060 -1.651 -0.515 0.35 -0.03 0.13
N -1.287 -1.676 -0.882 0.12 -0.13 -0.37
C -2.382 -1.395 -0.117 -0.21 -0.13 -0.44
O -2.351 -1.098 1.051 0.01 0.01 0.23
C -3.685 -1.520 -0.914 -0.14 0.03 0.30
C -4.785 -0.780 -0.215 -0.01 -0.11 -0.01
C -5.868 -1.433 0.360 0.03 0.31 -0.07
F -5.953 -2.773 0.235 0.03 0.05 0.03
C -6.869 -0.767 1.042 0.06 -0.18 -0.03
C -6.789 0.608 1.166 0.09 -0.08 -0.06
C -5.726 1.300 0.611 0.08 0.08 -0.04
C -4.740 0.604 -0.067 -0.43 -0.21 0.19
Cl -3.420 1.472 -0.756 0.18 0.24 -0.15
C 1.011 -1.795 -1.529 -0.07 0.03 0.16
C 2.359 -1.756 -1.228 0.00 -0.02 -0.09
H 0.844 2.580 -1.087 0.01 0.06 -0.11
H -0.568 1.998 -0.203 -0.15 0.02 0.00
H 0.706 0.868 -0.670 0.00 -0.09 -0.06
H 0.753 1.480 1.775 -0.05 0.13 -0.03
H 1.053 3.174 1.311 0.01 -0.12 0.05
H 4.205 2.985 0.761 -0.07 0.07 -0.06
H 2.830 3.374 -0.287 0.03 0.01 0.06
H 4.330 2.285 -1.768 0.01 0.02 -0.06
H 3.227 0.979 -1.298 -0.05 0.07 -0.08
H 6.000 1.561 -0.143 -0.03 -0.10 -0.06
H 5.575 0.186 -1.184 0.12 0.25 -0.02
H 4.343 0.482 1.432 -0.16 -0.06 0.27
H 2.177 -1.338 2.111 -0.06 0.01 0.19
H -0.258 -1.381 1.587 0.01 -0.01 0.02
H -1.449 -1.886 -1.858 -0.10 0.08 0.20
H -3.546 -1.116 -1.920 0.02 -0.08 0.00
H -3.938 -2.580 -0.988 0.04 0.06 -0.06
H -7.686 -1.328 1.466 -0.08 -0.08 0.03
H -7.557 1.145 1.700 -0.08 0.05 0.05
H -5.657 2.371 0.706 0.03 0.09 -0.01
H 0.688 -1.936 -2.551 -0.02 -0.01 -0.11
H 3.113 -1.875 -1.990 0.03 -0.04 -0.15
```
Positions in Å, forces in eV/Å.

Summary:
LUMO = 0.4 eV
Energy above the lowest of the compared OMol25 structures with the same formula, charge and spin = 0.46 kcal/mol
Structure (SMILES) = CCOCCCNS(=O)(=O)c1ccc(NC(=O)Cc2c(F)cccc2Cl)cc1
HOMO-LUMO gap = 9.30 eV

Results of the natural (NBO) charge analysis, in e, for atoms 1 through 8:
1 C -0.650
2 C -0.052
3 O -0.568
4 C -0.074
5 C -0.443
6 C -0.231
7 N -0.859
8 S 2.320

What are the strongest force on any atom values for these records? In order: 7.1 1.4 3.0 5.0 0.5 1.0 eV/Å.